Formula: C32H33F10N5PtSe
Source: the Open Molecules 2025 dataset
Level of theory: ωB97M-V with the def2-TZVPD basis set

Highest occupied orbital energy   -7.03 eV
Molecular weight   951.67 g/mol
Energy   -136936.44585 eV
Charge   0

Last column: Mulliken charge in e.
Geometry (Å):
Pt: -0.8197 -0.2386 1.9242  0.99
C: -3.2563 -1.2973 3.3206  -1.00
N: -1.8889 -0.8912 3.6757  0.66
C: -1.0888 -2.0202 4.1547  -1.34
C: -1.0100 -3.0684 3.0922  -0.79
N: -0.6873 -2.4757 1.7991  -0.24
C: -0.6554 -3.3782 0.7659  -0.39
C: -0.7919 -4.7926 0.8602  0.56
F: -0.9796 -5.4241 2.0443  -0.36
C: -0.7340 -5.6562 -0.2216  -0.06
F: -0.8739 -6.9689 -0.0036  -0.31
C: -0.5384 -5.2049 -1.5033  0.45
F: -0.4933 -6.0429 -2.5470  -0.33
C: -0.4010 -3.8445 -1.6632  -0.03
F: -0.2107 -3.3241 -2.8834  -0.29
C: -0.4552 -2.9984 -0.5781  -0.18
F: -0.3462 -1.6973 -0.8666  0.53
C: -1.8921 0.2185 4.6295  -1.00
C: -2.2004 1.4774 3.8756  -0.61
N: -1.1605 1.6065 2.8756  0.11
C: -1.0340 2.8291 2.2384  -1.18
C: -2.0485 3.7648 2.0219  0.83
F: -3.3186 3.4852 2.3721  -0.35
C: -1.8312 4.9800 1.3921  -0.08
F: -2.8562 5.8158 1.1888  -0.33
C: -0.5720 5.3350 0.9670  0.80
F: -0.3571 6.5128 0.3748  -0.33
C: 0.4678 4.4466 1.1698  0.23
F: 1.7050 4.7715 0.7771  -0.32
C: 0.2318 3.2383 1.7828  0.60
F: 1.2783 2.4357 2.0109  -0.40
H: -3.7441 -1.7702 4.1799  0.36
H: -3.2339 -1.9907 2.4860  0.20
H: -3.8327 -0.4280 3.0200  0.29
H: -1.5190 -2.4599 5.0644  0.34
H: -0.0978 -1.6346 4.3920  0.40
H: -1.9648 -3.6004 3.0449  0.58
H: -0.2616 -3.7975 3.4083  0.63
H: -0.8931 0.3019 5.0554  0.29
H: -2.6094 0.0467 5.4394  0.42
H: -2.1650 2.3264 4.5667  0.54
H: -3.2120 1.4451 3.4599  0.30
C: -3.5613 1.4285 -3.0733  -1.03
C: -2.7679 0.6393 -4.1163  -0.80
C: -1.4176 0.1542 -3.5922  0.63
C: -0.4444 1.2962 -3.3133  -1.53
N: 0.7473 0.8043 -2.6213  0.49
C: 0.8105 0.5279 -1.3016  -0.90
Se: -0.5351 1.0665 -0.1355  -0.35
N: 1.9595 -0.1313 -1.0594  1.87
C: 2.4088 -0.6399 0.2376  -0.78
C: 3.7894 -0.1427 0.6595  -0.92
C: 3.8618 1.3293 1.0708  -0.21
C: 3.7070 2.3173 -0.0850  -0.93
C: 2.6210 -0.3500 -2.2675  0.28
C: 3.7949 -1.0201 -2.5886  -0.98
C: 4.1818 -1.0231 -3.9182  -0.94
C: 3.4197 -0.3918 -4.9048  -0.75
C: 2.2329 0.2477 -4.5899  -0.83
C: 1.8545 0.2518 -3.2562  1.06
H: -4.5886 1.5863 -3.4029  0.42
H: -3.1208 2.4099 -2.8859  0.28
H: -3.5854 0.8862 -2.1252  0.21
H: -2.6196 1.2476 -5.0148  0.36
H: -3.3430 -0.2385 -4.4167  0.35
H: -0.9584 -0.5345 -4.3064  0.38
H: -1.5694 -0.3935 -2.6587  -0.17
H: -0.9034 2.0521 -2.6814  0.35
H: -0.1187 1.7704 -4.2386  0.37
H: 2.4112 -1.7306 0.1749  0.26
H: 1.6670 -0.3553 0.9782  -0.10
H: 4.5115 -0.3161 -0.1405  0.31
H: 4.0942 -0.7649 1.5040  0.49
H: 4.8378 1.4899 1.5352  0.46
H: 3.1031 1.5281 1.8305  0.07
H: 4.4043 2.0818 -0.8942  0.41
H: 3.9136 3.3328 0.2554  0.37
H: 2.6944 2.3154 -0.4923  -0.10
H: 4.3848 -1.5327 -1.8435  0.50
H: 5.0948 -1.5313 -4.1995  0.43
H: 3.7584 -0.4094 -5.9321  0.43
H: 1.6213 0.7099 -5.3534  0.38